[1]
The following is a quantum chemistry calculation of 2 unconnected molecules or ions with the total composition C3H10NOS at a distorted geometry, from the OMol25 dataset.

Geometry (Å):
C1 1.8574 -0.7526 0.6823
S1 1.8895 0.0244 -0.9691
C2 1.0407 1.6683 -0.2625
H1 1.2969 -1.6448 0.7219
H2 2.9284 -0.9327 0.9674
H3 1.3253 -0.1566 1.4614
H4 1.7796 1.9490 0.4135
H5 0.0882 1.2692 0.1994
H6 0.8168 2.2458 -1.1387
N1 -1.9324 -0.1244 -1.1675
C3 -1.8831 -0.9173 0.1887
O1 -1.7658 -0.3505 1.4013
H7 -0.9726 0.2759 -1.3364
H8 -2.5601 0.6318 -1.0520
H9 -1.0872 -1.6763 -0.1721
H10 -2.8215 -1.5090 0.0623

Cartesian forces, eV/Å:
C 1.329 0.789 0.797
S -1.258 1.519 1.302
C -1.386 -3.756 -1.483
H -0.479 -1.275 -0.450
H -1.062 0.050 0.053
H 0.592 0.042 -0.799
H 0.879 1.232 1.019
H 1.057 0.649 -0.243
H 0.191 0.748 -0.057
N 2.068 -0.469 0.664
C -0.033 -0.923 -0.627
O 0.489 0.115 -1.707
H -1.399 -0.425 0.235
H -0.685 1.133 0.222
H -0.198 0.529 0.857
H -0.106 0.042 0.218

Values from the calculation:
Total energy ... -17644.8220 eV
Total charge ... -1
HOMO-LUMO gap ... 5.9 eV
HOMO ... -2.64 eV



[2]
The following is a quantum chemistry calculation of C3H5N3 in the gas phase at a distorted geometry, from the OMol25 dataset.

Geometry (Å):
N1 -0.9230 0.2863 -1.7789
C1 -0.4830 0.2295 -0.4447
C2 -0.4772 -0.8627 0.3587
N2 0.5250 -0.6687 1.2927
C3 1.0065 0.6439 0.9898
N3 0.3418 1.2230 0.0396
H1 -1.0613 1.2631 -2.0052
H2 -0.1477 -0.0430 -2.3587
H3 -1.1043 -1.7374 0.3109
H4 0.3789 -1.1283 2.1996
H5 2.0155 1.0042 1.1721

Cartesian forces, eV/Å:
N -0.449 0.127 -0.182
C -0.200 -0.079 -0.154
C -0.238 0.111 -0.283
N -0.279 0.970 -0.238
C 0.014 -0.567 0.851
N 0.950 -1.235 -0.569
H -0.099 0.026 -0.261
H -0.419 0.129 0.078
H 0.189 -0.059 0.059
H 0.940 0.664 -0.488
H -0.410 -0.086 1.187

Values from the calculation:
Total energy ... -7661.4765 eV
HOMO-LUMO gap ... 9.3 eV
HOMO ... -8.29 eV
Structure (SMILES) ... Nc1c[nH]cn1